70
Properties=species:S:1:pos:R:3 method="wB97M-V/def2-TZVPD" fmax_ha_per_bohr=0.03265 homo_lumo_gap_ev=6.25 lumo_energy_ev=2.607 e_homo_ev=-3.639 charge=-1
C 4.0815 -3.8223 0.5479
N 4.0556 -2.5309 1.1900
C 5.3159 -1.9742 1.4334
O 6.3538 -2.5586 1.1379
N 5.3282 -0.7195 2.0483
C 6.6418 -0.1747 2.2923
C 4.1840 0.0417 2.3391
O 4.2840 1.1574 2.8570
C 2.8979 -0.5561 1.9961
C 1.7821 0.3077 1.9905
C 0.3967 -0.1452 2.2155
C 0.0338 -1.3648 2.8218
C -1.2685 -1.8346 2.7655
C -2.2624 -1.0469 2.1179
N -3.5336 -1.5178 1.9667
C -3.9904 -2.7147 2.6480
C -2.8956 -3.7585 2.7099
C -1.6168 -3.1822 3.3113
C -4.5950 -0.6304 1.5385
C -4.1255 0.3265 0.4555
C -2.9021 1.1059 0.9225
C -1.9248 0.2568 1.6600
C -0.6349 0.7200 1.8230
C 2.8238 -1.8812 1.3935
O 1.7771 -2.4409 1.0357
H 3.0529 -4.1325 0.3924
H 4.6133 -3.7413 -0.4034
H 4.6128 -4.5331 1.1843
H 6.5279 0.8193 2.7136
H 7.1841 -0.8252 2.9820
H 7.1990 -0.1420 1.3531
H 1.9705 1.3434 2.2737
H 0.7903 -1.9508 3.3461
H -4.3249 -2.4631 3.6712
H -4.8691 -3.0729 2.0964
H -3.2552 -4.6011 3.3000
H -2.6863 -4.1319 1.7040
H -0.7842 -3.8729 3.1317
H -1.7379 -3.1096 4.4023
H -5.4168 -1.2596 1.1807
H -4.9721 -0.0425 2.3955
H -3.8616 -0.2323 -0.4505
H -4.9343 1.0174 0.2046
H -2.3922 1.5540 0.0581
H -3.2047 1.9424 1.5677
H -0.4072 1.7526 1.5533
C -0.9305 2.0556 -5.7453
C -1.1689 2.8581 -4.4611
C -0.9006 4.3363 -4.7578
C -2.6446 2.7031 -4.0708
C -0.2747 2.3189 -3.3243
C 0.7061 3.0967 -2.6845
C 1.4160 2.6222 -1.5984
C 1.1534 1.3230 -1.0339
O 1.6688 0.9579 0.0693
C 0.2453 0.4951 -1.7887
C -0.4353 0.9947 -2.8799
H -1.1444 0.9925 -5.6010
H -1.5830 2.4307 -6.5418
H 0.1075 2.1577 -6.0786
H -1.0831 4.9566 -3.8735
H 0.1293 4.4901 -5.0970
H -1.5750 4.6728 -5.5548
H -2.8636 3.2690 -3.1587
H -3.2833 3.0880 -4.8737
H -2.9073 1.6548 -3.8986
H 0.9212 4.1105 -3.0246
H 2.1626 3.2232 -1.0809
H 0.1039 -0.5200 -1.4212
H -1.1307 0.3314 -3.3950

74
Properties=species:S:1:pos:R:3 method="wB97M-V/def2-TZVPD" fmax_ha_per_bohr=0.02762 homo_lumo_gap_ev=6.37 lumo_energy_ev=-1.063 e_homo_ev=-7.436 charge=0
Hf 0.0977 -0.0609 0.1781
C -1.1257 3.0149 1.4285
N -1.0714 1.5751 1.8428
C -0.3799 1.5118 3.1408
C 1.0934 1.7925 2.9425
N 1.7447 0.6694 2.2321
C 1.9820 -0.4126 3.2110
C 2.9843 1.1237 1.6055
C 4.1971 1.0426 2.2840
C 5.3719 1.4966 1.7040
C 5.3364 2.0480 0.4319
C 4.1311 2.1401 -0.2442
C 2.9405 1.6861 0.3252
S 1.4433 1.9180 -0.5912
C -2.4502 1.1068 1.8699
C -3.1631 0.9195 3.0444
C -4.4856 0.4864 2.9952
C -5.0892 0.2702 1.7653
C -4.3707 0.4635 0.5919
C -3.0395 0.8747 0.6216
S -2.1023 1.0253 -0.8689
H -1.4896 3.6012 2.2787
H -1.8015 3.1292 0.5918
H -0.1533 3.3665 1.1133
H -0.5277 0.5251 3.5798
H -0.7947 2.2516 3.8315
H 1.5763 1.9457 3.9125
H 1.2325 2.6993 2.3634
H 2.3755 -0.0116 4.1486
H 2.6870 -1.1310 2.8121
H 1.0560 -0.9379 3.4226
H 4.2342 0.6156 3.2773
H 6.3061 1.4165 2.2460
H 6.2474 2.4014 -0.0376
H 4.0921 2.5627 -1.2413
H -2.7060 1.1082 4.0095
H -5.0363 0.3343 3.9157
H -6.1185 -0.0686 1.7185
H -4.8227 0.2658 -0.3726
I -1.9088 -2.2547 1.5610
C -1.2481 -3.5033 -0.0036
C -1.3955 -4.8442 0.1844
C -1.1288 -5.7220 -0.8930
C -0.8126 -5.2152 -2.1191
C -0.6809 -3.8168 -2.3240
C -0.4432 -3.2847 -3.6152
C -0.3129 -1.9378 -3.7913
C -0.2980 -1.0739 -2.6727
C -0.5308 -1.5272 -1.3930
C -0.8132 -2.9169 -1.2298
H -1.7283 -5.2380 1.1366
H -1.2277 -6.7902 -0.7444
H -0.6690 -5.8784 -2.9663
H -0.3909 -3.9655 -4.4596
H -0.1760 -1.5315 -4.7873
H -0.0993 -0.0194 -2.8488
O 2.1032 -1.1961 -0.6881
C 1.8324 -2.0460 0.1705
O 1.0052 -1.7519 1.1134
C 2.3619 -3.4368 0.1314
C 1.9292 -4.3717 1.0595
C 2.3711 -5.6721 0.9360
C 3.2320 -6.0731 -0.0643
C 3.6335 -5.1159 -0.9695
C 3.2125 -3.8052 -0.8996
N 4.5423 -5.5283 -2.0681
O 4.8019 -4.7035 -2.9171
O 4.8659 -6.6977 -2.1074
N 1.8808 -6.6916 1.8931
O 1.0243 -6.3483 2.6818
O 2.4538 -7.7608 1.9105
H 1.2376 -4.0995 1.8433
H 3.5654 -7.0961 -0.1403
H 3.5255 -3.0828 -1.6418

21
Properties=species:S:1:pos:R:3 method="wB97M-V/def2-TZVPD" fmax_ha_per_bohr=0.01869 homo_lumo_gap_ev=10.48 lumo_energy_ev=-3.060 e_homo_ev=-13.542 charge=+1
C 2.0455 0.0977 -1.5106
C 0.7896 0.2606 -0.6998
C 0.9961 0.0490 0.8001
C 0.0747 0.9205 1.6245
C -0.7977 0.4294 2.4952
N -0.2513 -0.7497 -1.1821
H 2.6374 -0.7915 -1.2666
H 1.8643 0.1269 -2.5802
H 2.6591 0.9830 -1.3421
H 0.3395 1.2193 -0.9130
H 2.0401 0.2537 1.0359
H 0.8584 -0.9929 1.0779
H 0.2592 1.9647 1.4118
H -1.4611 1.0820 3.0386
H -0.8657 -0.6415 2.6691
H -1.2085 -0.4401 -0.9212
H -0.0729 -1.6204 -0.6883
H -0.1461 -0.9087 -2.1802
H -3.5043 -0.9918 -0.7726
H -3.3882 0.1536 0.2468
O -2.8681 -0.4040 -0.3431

15
Properties=species:S:1:pos:R:3 method="wB97M-V/def2-TZVPD" fmax_ha_per_bohr=0.00860 smiles="CC/N=C/OC" homo_lumo_gap_ev=10.70 lumo_energy_ev=1.123 e_homo_ev=-9.576 charge=0
C -0.7506 -0.8691 2.1638
C -0.8605 -0.9527 0.6472
N 0.1031 -0.1287 -0.0562
C -0.3677 0.7958 -0.7724
O 0.3444 1.4960 -1.6623
C 1.6679 1.0304 -1.9098
H 0.2985 -0.8375 2.4721
H -1.2533 0.0192 2.5570
H -1.2207 -1.7490 2.6130
H -1.8901 -0.7187 0.3315
H -0.6603 -1.9820 0.3281
H -1.4084 1.1419 -0.7767
H 1.9067 1.2981 -2.9408
H 1.7186 -0.0513 -1.7717
H 2.3723 1.5076 -1.2230

76
Properties=species:S:1:pos:R:3 method="wB97M-V/def2-TZVPD" fmax_ha_per_bohr=0.01655 homo_lumo_gap_ev=7.79 lumo_energy_ev=-2.694 e_homo_ev=-10.485 charge=+1
Y 0.2867 0.0453 0.4033
O -0.2968 -2.1251 0.5985
C 0.9168 -2.3530 0.9132
O 1.5530 -1.4846 1.5871
C 1.6500 -3.4166 0.1622
C 2.0086 -4.6329 0.7124
C 2.6833 -5.5590 -0.0728
C 3.0082 -5.2579 -1.3891
C 2.6640 -4.0244 -1.9285
C 1.9763 -3.0935 -1.1604
P 1.5181 -1.4329 -1.7942
C 3.0188 -0.7647 -2.5695
C 4.2667 -0.9828 -1.9865
C 5.3962 -0.3567 -2.4965
C 5.2922 0.4940 -3.5893
C 4.0537 0.7177 -4.1742
C 2.9227 0.0944 -3.6644
C 0.3063 -1.6907 -3.1192
C -1.0476 -1.5244 -2.8409
C -2.0133 -1.7251 -3.8183
C -1.6255 -2.0974 -5.0970
C -0.2778 -2.2745 -5.3898
C 0.6794 -2.0732 -4.4072
H 1.7600 -4.8591 1.7414
H 2.9595 -6.5166 0.3483
H 3.5366 -5.9812 -1.9951
H 2.9488 -3.7849 -2.9477
H 4.3746 -1.6458 -1.1360
H 6.3618 -0.5354 -2.0413
H 6.1738 0.9810 -3.9854
H 3.9659 1.3756 -5.0287
H 1.9648 0.2769 -4.1376
H -1.3960 -1.2738 -1.8428
H -3.0605 -1.5944 -3.5803
H -2.3726 -2.2485 -5.8655
H 0.0262 -2.5673 -6.3862
H 1.7287 -2.2007 -4.6484
C -6.3572 3.0019 1.0507
C -5.8512 2.3413 2.1665
C -4.5296 1.9228 2.1882
C -3.7052 2.1625 1.0889
C -4.2198 2.8189 -0.0270
C -5.5435 3.2416 -0.0458
P -1.9628 1.7115 1.0637
C -1.9644 0.1747 2.0871
C -2.8521 -0.8533 1.7227
C -2.8720 -2.0362 2.4266
C -1.9821 -2.2378 3.4863
C -1.0914 -1.2466 3.8374
C -1.0904 -0.0325 3.1447
C -1.0735 2.9552 2.0695
C -1.7629 3.9331 2.7335
C -1.0810 4.9338 3.4685
C 0.2798 4.9309 3.5109
C 1.0239 3.9358 2.8226
C 2.4493 3.9383 2.8529
C 3.1710 2.9978 2.1849
C 2.4812 1.9920 1.4560
C 1.1094 1.9220 1.3887
C 0.3635 2.9319 2.0900
H -7.3891 3.3282 1.0384
H -6.4870 2.1527 3.0215
H -4.1430 1.4119 3.0616
H -3.5883 3.0081 -0.8874
H -5.9332 3.7512 -0.9168
H -3.5464 -0.7108 0.9016
H -3.5721 -2.8157 2.1550
H -1.9942 -3.1711 4.0343
H -0.3981 -1.3965 4.6545
H -0.4244 0.7647 3.4545
H -2.8457 3.9659 2.6971
H -1.6483 5.6964 3.9857
H 0.8112 5.6956 4.0653
H 2.9542 4.7100 3.4233
H 4.2528 3.0148 2.2185
H 3.1014 1.2471 0.9523

38
Properties=species:S:1:pos:R:3 method="wB97M-V/def2-TZVPD" fmax_ha_per_bohr=0.01287 homo_lumo_gap_ev="4.56 / 4.58" lumo_energy_ev="-2.856 / -2.836" e_homo_ev="-7.415 / -7.417" charge=0
Au 1.3631 -4.0156 1.7742
Se 3.5638 -4.9624 2.1420
Te 4.4465 -3.4319 3.8277
Te 2.1927 -3.1778 5.3594
Se 0.7942 -4.7261 4.2064
C 1.7230 2.1155 -4.5722
O 0.7813 1.1600 -4.1228
C 0.0212 1.4864 -3.0461
C -0.8920 0.5150 -2.6316
C -1.6983 0.7354 -1.5363
C -1.6131 1.9434 -0.8409
C -0.7499 2.9266 -1.2913
C 0.0906 2.7009 -2.3749
N -2.4565 2.3090 0.2641
N -2.7258 1.5294 1.1867
C -2.1266 0.2250 1.2704
C -2.9616 -0.8576 1.3506
C -2.4662 -2.1663 1.4221
C -1.1057 -2.4163 1.4518
O -0.6436 -3.6436 1.4771
C -0.2228 -1.2818 1.4602
N 1.1056 -1.5346 1.5631
C 1.9537 -0.5407 1.6115
C 1.5455 0.8058 1.5882
C 0.2151 1.0885 1.4737
C -0.7254 0.0362 1.3821
H 2.2344 1.6616 -5.4161
H 2.4513 2.3520 -3.7922
H 1.2305 3.0347 -4.8998
H -0.9488 -0.4116 -3.1871
H -2.3976 -0.0281 -1.2263
H -0.7333 3.8807 -0.7793
H 0.7689 3.4795 -2.6910
H -4.0313 -0.6882 1.3268
H -3.1425 -3.0098 1.4523
H 3.0048 -0.8009 1.6863
H 2.2822 1.5934 1.6642
H -0.1273 2.1144 1.4669

Number 1: calculated total energy -1590.8082 Eh. Number 2: calculated total energy -3086.2467 Eh. Number 3: calculated total energy -328.6544 Eh. Number 4: calculated total energy -287.7759 Eh. Number 5: calculated total energy -2451.7965 Eh. Number 6: calculated total energy -6406.1961 Eh.